# 1
Molecular formula: C4H2S
Method: DFT, ωB97M-V/def2-TZVPD

The geometry in XYZ format:
```
7
Properties=species:S:1:pos:R:3
C -1.3416 -0.1790 -0.6216
C 0.9533 0.2346 0.4414
C -0.1959 -0.4137 0.1485
C -1.4110 -1.2986 0.2028
S 2.4971 0.1227 -0.1505
H -1.4751 0.6498 -1.3298
H 0.9732 0.8841 1.3092
```

Properties
Energy above the lowest of the compared OMol25 structures with the same formula, charge and spin, eV: 2.1243
HOMO energy, eV: -9.08
Frontier orbital gap, eV: 8.330
Total energy, eV: -15010.01731

***

# 2
Molecular formula: C20H24AsFN2OP2S4W
Method: DFT, ωB97M-V/def2-TZVPD

The geometry in XYZ format:
```
56
Properties=species:S:1:pos:R:3
W -0.3064 -0.2900 -0.1615
S -4.0178 -2.7358 -1.2016
As -2.3993 -1.4881 -0.8284
S -2.7127 0.5825 0.0005
S 0.1897 -2.5609 0.2592
S -1.2157 -0.7077 -2.4858
N 0.0688 -0.9640 3.0113
P -1.3059 -0.4460 2.0990
C -1.7633 1.0902 2.9519
C -1.3347 2.3053 2.4184
C -1.5922 3.4894 3.0927
C -2.2661 3.4662 4.3075
C -2.6651 2.2571 4.8550
C -2.4103 1.0687 4.1828
C -2.5316 -1.6819 2.5588
C -2.1255 -2.9863 2.8367
C -3.0764 -3.9572 3.1210
C -4.4252 -3.6354 3.1059
C -4.8316 -2.3445 2.7986
C -3.8901 -1.3687 2.5140
C 1.2701 -0.4813 2.5924
C 2.4053 -0.5360 3.4150
C 3.5871 -0.0187 2.9614
C 3.6056 0.5891 1.7075
C 2.4532 0.6062 0.9649
N 1.3050 0.0467 1.3573
H 0.0068 -1.2212 3.9851
H -0.8202 2.3282 1.4662
H -1.2733 4.4300 2.6618
H -2.4820 4.3930 4.8236
H -3.1789 2.2382 5.8079
H -2.7353 0.1271 4.6088
H -1.0754 -3.2430 2.8117
H -2.7596 -4.9698 3.3357
H -5.1643 -4.3990 3.3160
H -5.8847 -2.0970 2.7678
H -4.2005 -0.3661 2.2554
H 2.3143 -0.9701 4.4018
H 4.4762 -0.0608 3.5778
H 4.5004 1.0561 1.3206
H 2.4069 1.0987 0.0072
C 3.4085 -2.3276 -0.9319
P 2.4335 -1.3572 -2.0784
C 3.5663 -0.3118 -2.9905
C 1.6640 -2.4587 -3.2467
O 1.4539 -0.4444 -1.3799
H 4.2721 -2.7731 -1.4322
H 2.7724 -3.1007 -0.5057
H 3.7421 -1.6659 -0.1331
H 4.3264 -0.9000 -3.5078
H 4.0485 0.3760 -2.2957
H 2.9917 0.2622 -3.7168
H 2.4315 -3.0471 -3.7578
H 1.1036 -1.8722 -3.9718
H 0.9753 -3.1183 -2.7197
F 0.1200 1.5122 -0.5698
```

Properties
Energy above the lowest of the compared OMol25 structures with the same formula, charge and spin, eV: 1.3493
HOMO energy (alpha / beta), eV: -6.52 / -6.51
Frontier orbital gap (alpha / beta), eV: 5.702 / 5.731
Total energy, eV: -153462.65426

***

# 3
Molecular formula: C32H41F18N2O15
Method: DFT, ωB97M-V/def2-TZVPD

The geometry in XYZ format:
```
108
Properties=species:S:1:pos:R:3
N 3.8966 -2.1999 -2.5360
C 3.5704 -0.7163 -2.6309
C 4.0894 -0.0461 -3.9971
O 5.3002 0.7152 -3.6491
C 3.0737 1.0055 -4.6737
C 2.1318 1.7907 -3.6529
C 2.7046 3.0690 -2.9784
C 1.8023 3.8203 -1.9577
C 2.4206 5.1153 -1.2456
O 2.5015 6.2485 -1.7816
O 2.9470 4.9083 0.0793
C 0.3847 3.2340 -1.6811
C -0.1325 1.9484 -2.4285
C -1.5858 1.3012 -2.1695
C -2.7861 2.1003 -2.8764
O -2.4305 2.6636 -4.1573
C -3.4896 3.2025 -1.9110
F -3.8049 4.3886 -2.6504
F -4.7474 2.6827 -1.4280
F -2.7247 3.5160 -0.7579
N 0.7742 1.2988 -3.3831
O 0.4201 0.1943 -4.0869
H 2.9966 -2.6723 -2.3382
H 4.4357 -2.3291 -1.6555
H 4.1148 -0.2219 -1.7425
H 2.4438 -0.6330 -2.4405
H 4.3505 -0.8963 -4.7276
H 4.9791 1.3928 -2.9979
H 3.7337 1.8107 -5.1845
H 2.4565 0.5482 -5.5416
H 3.7637 3.3871 -3.2540
H 3.1053 3.9336 0.1163
H -0.2590 3.7786 -0.9023
H -1.7488 1.1541 -1.0337
H -1.6034 0.2288 -2.6074
H -3.6180 1.3225 -3.0939
H -2.7133 2.0477 -4.8768
H 0.6846 -0.6245 -3.6025
C 4.8226 -5.5879 2.7678
C 4.9818 -6.3223 1.4511
O 3.7242 -6.3928 0.7573
C 3.3911 -5.3138 0.0218
O 4.0715 -4.3226 -0.0782
C 2.0638 -5.5472 -0.6951
F 1.1352 -6.1148 0.1018
F 2.2065 -6.3668 -1.7575
F 1.5130 -4.4059 -1.1628
H 4.0362 -6.0483 3.3715
H 5.7563 -5.6024 3.3334
H 4.5317 -4.5471 2.6049
H 5.2949 -7.3515 1.6398
H 5.7500 -5.8628 0.8235
C 2.9422 -9.5048 -1.5739
C 3.2640 -10.2704 -0.3057
O 4.1237 -11.3830 -0.5929
C 5.4435 -11.1065 -0.6654
O 5.9150 -10.0079 -0.5082
C 6.2426 -12.3810 -0.9261
F 5.6773 -13.1624 -1.8707
F 6.3499 -13.1413 0.1851
F 7.4984 -12.1311 -1.3418
H 2.5227 -10.1734 -2.3302
H 2.2259 -8.7071 -1.3716
H 3.8433 -9.0612 -2.0049
H 2.3454 -10.6833 0.1172
H 3.7050 -9.6211 0.4558
C -4.4353 3.9834 3.3836
C -4.0986 3.2201 4.6488
O -3.2444 2.1036 4.3493
C -1.9261 2.3748 4.2563
O -1.4471 3.4708 4.4046
C -1.1363 1.0968 3.9844
F -1.7197 0.3155 3.0476
F -1.0138 0.3369 5.0925
F 0.1157 1.3413 3.5475
H -4.8660 3.3135 2.6345
H -5.1474 4.7842 3.5922
H -3.5384 4.4234 2.9402
H -5.0119 2.8100 5.0852
H -3.6459 3.8695 5.4029
C -6.5442 2.9563 -3.1540
C -7.1863 3.3267 -4.4768
O -8.1232 2.3174 -4.8828
C -9.3614 2.4085 -4.3482
O -9.7021 3.2645 -3.5729
C -10.2636 1.3080 -4.9012
F -9.6473 0.1063 -4.9452
F -10.6673 1.5768 -6.1616
F -11.3801 1.1352 -4.1703
H -6.0916 1.9630 -3.2118
H -5.7793 3.6778 -2.8851
H -7.2870 2.9223 -2.3532
H -6.4214 3.3772 -5.2554
H -7.6639 4.3092 -4.4313
C 1.0874 5.1539 6.9865
C 1.0688 6.5982 6.5267
O -0.1910 7.2108 6.8409
C -0.3191 7.6932 8.0965
O 0.5424 7.6334 8.9360
C -1.6820 8.3573 8.2761
F -2.6873 7.6311 7.7391
F -1.7302 9.5713 7.6856
F -2.0011 8.5481 9.5695
H 0.2388 4.6067 6.5671
H 2.0122 4.6617 6.6783
H 1.0044 5.0866 8.0741
H 1.1764 6.6394 5.4403
H 1.8988 7.1677 6.9537
```

Properties
Total charge: +1
HOMO energy, eV: -12.63
Frontier orbital gap, eV: 7.324
Total energy, eV: -116443.74560

***

# 4
Molecular formula: C78H83CrN12O4Se
Method: DFT, ωB97M-V/def2-TZVPD

The geometry in XYZ format:
```
179
Properties=species:S:1:pos:R:3
Cr 1.4349 0.1624 1.2536
C -1.9186 -3.5367 -0.1654
C -0.8560 -2.9625 0.7760
C 0.3099 -3.9497 0.8894
C -1.3821 -2.6429 2.1526
C -2.0857 -3.6514 2.7996
C -2.6257 -3.4683 4.0527
C -2.4381 -2.2536 4.6800
C -1.7192 -1.2215 4.0906
C -1.5964 0.0409 4.9310
C -2.9526 0.7547 5.0217
C -1.0754 -0.2351 6.3457
C -1.1742 -1.4003 2.7833
N -0.4199 -0.3355 2.1803
C -1.0839 0.8628 2.1725
O -2.2913 0.9804 2.0408
C -0.1458 2.0070 2.5068
C -0.4817 3.1976 3.1198
C 0.5442 3.9642 3.6649
C 1.8514 3.4869 3.6538
C 2.1032 2.2918 3.0088
N 1.1258 1.6280 2.4152
C 3.3597 1.4684 3.0666
O 4.2942 1.7998 3.7832
N 3.2347 0.3158 2.3640
C 4.1123 -0.7621 2.7108
C 5.4162 -0.9665 2.2106
C 6.1028 -2.1154 2.6178
C 5.5718 -3.0363 3.4912
C 4.3204 -2.8008 4.0295
C 3.5952 -1.6775 3.6691
C 2.2866 -1.3974 4.3845
C 2.5896 -0.5568 5.6339
C 1.5190 -2.6700 4.7556
C 6.2550 -0.0992 1.2737
C 5.8414 1.3568 1.1133
C 6.3728 -0.7863 -0.0937
H -1.4983 -3.6395 -1.1687
H -2.7814 -2.8749 -0.2222
H -2.2587 -4.5224 0.1559
H -0.5172 -2.0286 0.3400
H -0.0385 -4.8984 1.3003
H 1.0886 -3.5648 1.5497
H 0.7424 -4.1499 -0.0927
H -2.2194 -4.6039 2.3030
H -3.1832 -4.2610 4.5343
H -2.8572 -2.1126 5.6683
H -0.8780 0.7117 4.4656
H -3.6795 0.1201 5.5313
H -3.3282 0.9818 4.0276
H -2.8598 1.6883 5.5814
H -1.8180 -0.7459 6.9583
H -0.8312 0.7091 6.8359
H -0.1792 -0.8503 6.3154
H -1.5207 3.4846 3.1988
H 0.3179 4.9088 4.1407
H 2.6602 4.0186 4.1334
H 7.1046 -2.2741 2.2365
H 6.1385 -3.9135 3.7760
H 3.9108 -3.4922 4.7526
H 1.6420 -0.8133 3.7231
H 3.1362 -1.1502 6.3689
H 1.6705 -0.1977 6.0961
H 3.2001 0.3090 5.3851
H 1.9726 -3.1753 5.6094
H 1.4903 -3.3638 3.9143
H 0.4898 -2.4262 5.0159
H 7.2557 -0.0917 1.7204
H 4.8612 1.4402 0.6564
H 6.5618 1.8760 0.4791
H 5.8165 1.8577 2.0774
H 7.1092 -0.2709 -0.7137
H 6.6871 -1.8250 0.0195
H 5.4204 -0.7764 -0.6141
N -0.0595 -2.2011 -4.3704
C 0.5943 -2.2105 -3.4253
C 1.3730 -2.2481 -2.2288
C 2.4429 -3.1321 -2.0842
C 3.1241 -3.1265 -0.8840
C 2.7241 -2.2595 0.1149
N 1.7106 -1.3971 -0.0217
C 1.0515 -1.3926 -1.1858
H 2.7280 -3.7882 -2.8942
H 3.9825 -3.7602 -0.7200
H 3.2512 -2.2343 1.0594
H 0.2346 -0.6816 -1.2912
C -1.9918 3.5050 -1.7322
C -1.3574 2.5209 -0.9933
N -0.7407 1.4802 -1.5456
C -0.7263 1.3989 -2.8689
C -1.3437 2.3183 -3.7176
C -1.9992 3.3920 -3.1079
C -1.4403 2.2061 -5.1724
C -0.8366 1.4460 -6.1040
C 0.3006 0.5226 -6.0757
C 0.5198 -0.2901 -7.1949
C 1.6546 -1.0778 -7.2027
N 2.5181 -1.0917 -6.1911
C 2.2114 -0.3133 -5.1625
N 1.1663 0.4941 -5.0566
H -2.4776 4.3313 -1.2316
H -1.3762 2.5642 0.0798
H -0.2167 0.5459 -3.2866
H -2.5069 4.1314 -3.7153
H -2.1975 2.8775 -5.5696
H -1.2327 1.5501 -7.1096
H -0.1759 -0.2918 -8.0220
H 1.8938 -1.7127 -8.0482
H 2.8928 -0.3345 -4.3160
C -5.9589 -3.9034 0.8304
C -6.0328 -2.9717 2.0391
C -5.0109 -1.8316 1.9977
C -5.4293 -0.5955 1.2018
N -5.5328 -0.7917 -0.2346
C -4.4761 -0.6740 -1.0849
Se -2.7666 -0.3997 -0.5651
N -4.9462 -0.7576 -2.3658
C -4.1581 -0.4736 -3.5553
C -3.1092 -1.5371 -3.8716
C -3.6952 -2.9138 -4.1767
C -4.3709 -2.9818 -5.5444
C -6.3219 -0.9247 -2.3238
C -7.2688 -1.0576 -3.3257
C -8.5927 -1.2177 -2.9446
C -8.9611 -1.2336 -1.6026
C -8.0176 -1.0952 -0.5951
C -6.6925 -0.9450 -0.9716
H -6.6699 -4.7238 0.9344
H -4.9572 -4.3265 0.7437
H -6.1888 -3.3788 -0.0961
H -5.8534 -3.5607 2.9417
H -7.0443 -2.5614 2.1246
H -4.0605 -2.1956 1.6014
H -4.8186 -1.4824 3.0154
H -4.6762 0.1777 1.3714
H -6.4003 -0.2333 1.5466
H -3.6544 0.4863 -3.4033
H -4.8518 -0.3629 -4.3887
H -2.4332 -1.6090 -3.0220
H -2.5164 -1.1948 -4.7247
H -4.4046 -3.1925 -3.3914
H -2.8768 -3.6356 -4.1575
H -5.2457 -2.3314 -5.5926
H -4.6946 -3.9993 -5.7639
H -3.6703 -2.6792 -6.3242
H -6.9930 -1.0372 -4.3708
H -9.3552 -1.3366 -3.7020
H -10.0027 -1.3584 -1.3405
H -8.3102 -1.1140 0.4452
O 3.5725 -0.1547 -1.6126
C 3.2951 0.9721 -1.2376
N 3.8242 2.0889 -1.7979
C 3.3133 3.3005 -1.2176
C 2.3030 2.6832 -0.2197
O 1.5488 3.3387 0.4765
N 2.4095 1.3228 -0.2230
C 2.6574 4.2406 -2.2215
C 2.9247 4.1368 -3.5816
C 2.3947 5.0536 -4.4755
C 1.5820 6.0807 -4.0224
C 1.3037 6.1813 -2.6681
C 1.8429 5.2744 -1.7709
C 4.4029 4.0949 -0.4837
C 5.6570 4.2246 -1.0709
C 6.6627 4.9340 -0.4360
C 6.4277 5.5303 0.7937
C 5.1745 5.4234 1.3736
C 4.1654 4.7166 0.7369
H 4.5297 2.0235 -2.5074
H 3.5527 3.3416 -3.9584
H 2.6242 4.9716 -5.5302
H 1.1753 6.8022 -4.7195
H 0.6649 6.9748 -2.3007
H 1.6205 5.3586 -0.7173
H 5.8555 3.7803 -2.0388
H 7.6359 5.0245 -0.9008
H 7.2146 6.0843 1.2878
H 4.9773 5.8890 2.3306
H 3.1891 4.6453 1.1925
```

Properties
Spin multiplicity: 4
HOMO energy (alpha / beta), eV: -6.98 / -6.98
Frontier orbital gap (alpha / beta), eV: 5.989 / 6.180
Total energy, eV: -202077.43571

***

# 5
Molecular formula: C28H53Cl6F15N3O12
Method: DFT, ωB97M-V/def2-TZVPD

The geometry in XYZ format:
```
117
Properties=species:S:1:pos:R:3
N -9.7861 8.4436 -12.1264
H -8.9309 8.8315 -11.7366
H -10.3799 9.2857 -12.3237
H -10.3468 7.8149 -11.5691
H -9.6723 8.2023 -13.1308
N -13.6122 8.9387 -12.1342
H -12.8211 9.4242 -12.5925
H -13.4878 9.2653 -11.1607
H -13.4870 7.9326 -12.0980
H -14.5074 9.1320 -12.5696
N -10.6602 5.7732 -15.4983
H -11.2817 5.4318 -14.7755
H -11.1944 5.8883 -16.3616
H -9.8570 5.2120 -15.7676
H -10.3175 6.7090 -15.1964
O -11.2125 10.2546 -12.9747
C -11.3283 10.1838 -14.3988
C -10.1005 9.6166 -15.2003
O -9.6734 8.3416 -14.8876
H -11.5659 11.1595 -14.8418
H -12.2362 9.5971 -14.6088
H -9.2847 10.3056 -14.9458
H -10.3771 9.6762 -16.2603
C -9.3651 8.1734 -18.8428
C -8.3883 6.9932 -18.9534
O -8.8375 5.9841 -19.8419
C -9.6360 5.0131 -19.4421
O -10.0629 4.9465 -18.2979
C -9.7272 3.8285 -20.4331
F -11.0083 3.5765 -20.7382
F -9.0406 4.1080 -21.5467
F -9.1511 2.7855 -19.8548
H -8.8973 9.0700 -18.4369
H -10.1796 7.9645 -18.1457
H -9.9273 8.4962 -19.7197
H -8.0764 6.5763 -17.9964
H -7.4822 7.3647 -19.4311
C -10.9155 13.2628 -17.6030
C -10.8300 12.6376 -18.9638
O -10.4497 13.5594 -19.9874
C -9.1938 13.6856 -20.4604
O -8.2339 13.2402 -19.8852
C -9.0354 14.3872 -21.8106
F -10.1828 14.5120 -22.4557
F -8.4414 15.5675 -21.6225
F -8.2176 13.6335 -22.5646
H -11.3630 12.6166 -16.8515
H -11.4954 14.1863 -17.6785
H -9.9263 13.6152 -17.3072
H -11.7413 12.0733 -19.1652
H -10.0437 11.8772 -18.9961
C -14.9445 12.5960 -16.2534
C -14.8704 11.9789 -14.8453
O -16.0548 12.3789 -14.1367
C -16.2643 11.7856 -12.9618
O -15.5752 10.9346 -12.4420
C -17.5713 12.2668 -12.3003
F -18.2544 13.1124 -13.0352
F -18.3185 11.1612 -12.1018
F -17.3804 12.8197 -11.0897
H -14.0772 12.2225 -16.7944
H -14.9593 13.6829 -16.1602
H -15.8685 12.4079 -16.8000
H -13.9667 12.3378 -14.3545
H -14.8823 10.8938 -14.9437
C -14.7830 14.2174 -9.0372
C -14.6068 12.7752 -9.4509
O -13.2508 12.4302 -9.1834
C -12.8347 11.1914 -9.3712
O -13.4937 10.2749 -9.8098
C -11.4048 10.9228 -8.9323
F -11.3561 10.0529 -7.9299
F -10.6620 10.4194 -9.9368
F -10.7704 12.0484 -8.5647
H -14.2131 14.8603 -9.7078
H -14.4491 14.3992 -8.0152
H -15.8325 14.5099 -9.0457
H -14.8502 12.7317 -10.5095
H -15.3348 12.1915 -8.8872
C -15.9648 5.2168 -19.2208
C -14.7394 5.5144 -18.4238
O -14.3946 6.8723 -18.7395
C -13.3535 7.4150 -18.1304
O -12.5919 6.8593 -17.3647
C -13.2969 8.9592 -18.2894
F -14.3024 9.4363 -19.0236
F -13.3304 9.4652 -17.0599
F -12.1355 9.3071 -18.8310
H -16.7308 5.9487 -18.9665
H -16.3681 4.2161 -19.0654
H -15.7647 5.2387 -20.2928
H -13.9333 4.7936 -18.5587
H -15.0142 5.4806 -17.3666
Cl -5.0525 5.9129 -15.3272
C -6.4499 7.0530 -15.2624
C -6.2570 8.1793 -14.2937
Cl -6.0437 7.6282 -12.6385
H -7.3068 6.5073 -14.8629
H -6.7137 7.3929 -16.2590
H -7.1066 8.8524 -14.4068
H -5.3394 8.7148 -14.5385
Cl -7.4738 13.4320 -16.2768
C -6.8293 11.7587 -16.1907
C -6.7991 11.1182 -17.6062
Cl -5.8034 9.6699 -17.6071
H -7.3580 11.0865 -15.5128
H -5.8658 11.7344 -15.6794
H -6.4029 11.8380 -18.3178
H -7.8274 10.8425 -17.8298
Cl -6.9914 14.1987 -11.3692
C -7.5465 13.8116 -13.0082
C -8.2742 12.4446 -12.9994
Cl -7.1902 11.1193 -12.5324
H -6.6782 13.7536 -13.6603
H -8.2352 14.5577 -13.3997
H -8.7140 12.2195 -13.9672
H -8.9990 12.5068 -12.1903
```

Properties
Total charge: +1
HOMO energy, eV: -10.10
Frontier orbital gap, eV: 7.150
Total energy, eV: -174827.78872